The following is a quantum chemistry calculation of a single C4H5N3 molecule, from OMol25.

Properties
Multiplicity: 1
Lowest unoccupied orbital energy in eV: 0.86
Orbital gap in eV: 9.6354
HOMO energy in eV: -8.77
Energy relative to the best compared isomer or geometry (same formula, charge and spin) in kJ/mol: 53.5
Total charge: 0
SMILES: Nc1cncnc1

Each line ends with the Löwdin charge.
Cartesian coordinates (Å):
N (-1.992, 0.134, -0.261)  0.0890
C (-0.623, 0.041, -0.070)  -0.3042
C (0.174, 1.154, 0.213)  -0.0994
N (1.497, 1.095, 0.305)  0.0695
C (2.050, -0.102, 0.118)  -0.2356
N (1.400, -1.236, -0.129)  0.0682
C (0.076, -1.160, -0.219)  -0.0988
H (-2.467, 0.922, 0.161)  0.0937
H (-2.508, -0.735, -0.207)  0.0915
H (-0.291, 2.130, 0.359)  0.1123
H (3.136, -0.151, 0.158)  0.1013
H (-0.451, -2.091, -0.428)  0.1124

Forces on atoms 1 to 3 (eV/Å):
N -0.2 0.0 0.0
C 0.4 0.0 0.0
C -0.1 0.0 0.0

=====

The following is a quantum chemistry calculation of 2 unconnected molecules or ions with the total composition C9H20F2O2P at a distorted geometry, from OMol25.

Properties
Multiplicity: 3
Lowest unoccupied orbital energy (spin up / spin down) in eV: -2.47 / -6.49
Orbital gap (spin up / spin down) in eV: 6.5254 / 8.2909
HOMO energy (spin up / spin down) in eV: -8.99 / -14.78
Total charge: +1

Each line ends with the Mulliken spin population.
Cartesian coordinates (Å):
C (1.154, -2.992, -0.697)  -0.0001
C (1.227, 2.339, -1.220)  0.0061
C (-1.535, -0.008, -1.600)  0.0522
C (-3.232, 1.608, -0.536)  0.0454
C (1.593, 0.015, 2.616)  0.0718
C (0.779, -2.894, 0.704)  0.0007
C (2.144, 1.347, -0.592)  0.0002
C (-2.354, 0.402, -0.428)  0.7172
C (-0.981, 0.696, 1.110)  0.7039
O (-0.019, -1.722, 0.807)  -0.0028
O (1.359, 0.158, -0.238)  -0.0115
F (-1.608, 0.196, 2.279)  0.0510
F (-0.848, 1.967, 1.319)  0.0782
P (0.589, -0.243, 1.062)  0.1902
H (0.405, -3.659, -1.162)  0.0000
H (1.121, -2.047, -1.166)  0.0010
H (2.050, -3.592, -0.816)  0.0003
H (0.285, 2.661, -0.553)  -0.0004
H (1.797, 3.231, -1.591)  0.0005
H (0.693, 1.868, -1.983)  -0.0020
H (-0.861, 0.735, -1.891)  -0.0184
H (-2.320, -0.185, -2.423)  0.0612
H (-1.092, -0.947, -1.516)  0.0061
H (-2.543, 2.317, -1.021)  -0.0006
H (-4.088, 1.411, -1.174)  0.0408
H (-3.671, 1.859, 0.406)  0.0135
H (1.947, -0.959, 3.010)  0.0066
H (0.881, 0.306, 3.365)  0.0009
H (2.552, 0.521, 2.465)  -0.0039
H (1.727, -2.843, 1.454)  0.0004
H (0.140, -3.766, 1.004)  -0.0001
H (2.628, 1.697, 0.317)  -0.0001
H (3.003, 0.985, -1.180)  0.0001
H (-2.924, -0.464, -0.133)  -0.0085

Forces on atoms 1 to 3 (eV/Å):
C -0.3 -2.9 -1.4
C -1.2 2.0 1.5
C -2.5 0.6 -0.4

=====

The following is a quantum chemistry calculation of a gas-phase ion, C4H7N5O2 (charge +2) at a distorted geometry, from OMol25.

Properties
Multiplicity: 1
Lowest unoccupied orbital energy (spin up / spin down) in eV: -10.44 / -10.44
Orbital gap (spin up / spin down) in eV: 6.4772 / 6.4741
HOMO energy (spin up / spin down) in eV: -16.92 / -16.92
Energy relative to the best compared isomer or geometry (same formula, charge and spin) in kJ/mol: 361.0
Total charge: +2

Each line ends with the Löwdin charge.
Cartesian coordinates (Å):
C (0.098, -1.704, 0.734)  -0.0203
C (1.942, -0.460, -0.504)  -0.2988
C (-1.599, -0.079, -0.276)  -0.2960
C (0.335, 1.274, 0.333)  0.0730
N (1.319, -1.488, 0.321)  0.1218
N (1.539, 0.847, 0.029)  0.0234
N (-1.068, -1.200, 0.358)  0.1057
N (-0.836, 1.010, -0.348)  0.1788
N (-2.823, -0.048, -0.690)  0.3012
O (2.666, -0.699, -1.410)  0.2983
O (2.490, 1.433, 0.787)  0.1644
H (0.516, 1.953, 1.091)  0.1689
H (2.032, -2.128, 0.665)  0.1756
H (-1.822, -1.734, 0.856)  0.1917
H (-1.442, 1.927, -0.585)  0.2712
H (-3.581, -0.699, -0.878)  0.1897
H (-3.114, 0.831, -1.092)  0.1564
H (3.347, 0.963, 0.608)  0.1950

Forces on atoms 1 to 3 (eV/Å):
C 1.1 -1.7 0.4
C -0.3 -2.5 -1.7
C 0.6 -2.0 0.8

=====

total charge of number 2 (C9H20F2O2P)? +1